[1]
Molecular formula: C24H35N7O2
Method: DFT, ωB97M-V/def2-TZVPD

Cartesian coordinates (Å):
C  -4.815  -0.092  -2.140
C  -4.454  0.963  -1.203
C  -5.481  1.795  -0.678
C  -5.355  2.642  0.297
C  -4.110  2.737  0.619
C  -3.113  2.108  0.293
C  -3.391  1.107  -0.590
N  -2.250  0.579  -1.399
C  -0.977  0.706  -0.968
O  -0.019  -0.043  -1.431
C  -0.753  1.822  0.229
C  -1.825  2.446  0.605
H  -1.519  2.859  1.405
C  0.712  1.777  0.824
N  0.796  0.788  1.814
C  0.634  -0.628  1.708
C  -0.680  -1.174  1.457
N  -1.773  -0.440  2.035
N  -2.727  -0.899  1.487
N  -2.578  -1.936  0.915
N  -1.261  -2.050  0.584
C  -0.808  -3.065  0.043
C  -1.261  -2.903  -1.472
H  -1.009  -3.812  -1.964
H  -2.344  -2.815  -1.735
H  -0.791  -2.080  -1.987
C  -1.196  -4.628  0.547
H  -0.763  -4.382  1.522
H  -0.986  -5.345  0.076
H  -2.257  -4.457  0.687
C  0.843  -3.072  -0.223
H  1.110  -4.110  -0.821
H  1.237  -2.289  -0.710
H  1.248  -3.328  0.800
H  1.094  -1.263  2.399
H  1.300  -0.599  0.696
C  1.933  1.105  2.658
C  3.331  0.669  2.706
H  3.927  0.802  3.355
C  3.907  1.578  1.426
N  3.652  1.052  0.148
C  3.809  2.230  -0.731
C  3.262  1.778  -2.311
O  3.752  0.423  -2.766
C  3.319  -0.367  -1.939
C  4.201  -0.221  -0.508
H  3.830  -1.053  0.241
H  5.279  -0.316  -0.548
H  3.806  -1.287  -2.373
H  2.197  -0.379  -1.726
H  3.710  2.599  -3.134
H  2.286  1.869  -2.327
H  3.740  3.180  -0.733
H  5.114  2.154  -0.960
H  3.944  2.444  1.615
H  5.157  1.391  1.627
H  3.303  -0.472  2.115
H  1.830  2.183  3.056
H  1.697  0.713  3.807
H  1.032  2.693  1.426
H  1.484  1.352  -0.078
H  -2.355  -0.142  -1.904
H  -3.898  3.655  1.475
H  -6.395  3.195  0.836
H  -6.629  1.405  -0.942
H  -5.888  -0.227  -2.409
H  -4.534  -1.164  -1.792
H  -4.280  0.239  -3.030

The largest force on an atom is 18.80 eV Å⁻¹. As for the SMILES: Cc1cccc2cc(CN(CCCN3CCOCC3)Cc3nnnn3C(C)(C)C)c(=O)[nH]c12. The energy above the lowest of the compared OMol25 structures with the same formula, charge and spin is 2604.5 kJ/mol. The value obtained for the electronic energy is -1468.36226 Eh. The frontier orbital gap is 8.29 eV. The calculation puts the LUMO energy at 0.5 eV. For the highest occupied orbital energy, the calculation gives -7.8 eV.

Atomic charges from the Mulliken analysis, expressed in e, are listed below:
1. C -1.5695
2. C 1.4795
3. C -0.6497
4. C -0.9951
5. C -0.3536
6. C 0.4731
7. C 0.6962
8. N 0.0420
9. C -0.4186
10. O -0.6330
11. C -0.1395
12. C -1.1128
13. H 0.7766
14. C 0.0377
15. N 0.2514
16. C 0.1917
17. C -0.7073
18. N -0.1884
19. N -0.6303
20. N -0.6074
21. N 1.4691
22. C 1.0987
23. C -1.4372
24. H 0.5878
25. H 0.2411
26. H 0.2437
27. C -2.0077
28. H 0.4261
29. H 0.7289
30. H 0.4316
31. C -1.1360
32. H 0.3699
33. H 0.1147
34. H 0.3548
35. H 0.8290
36. H -0.2265
37. C -1.0387
38. C -1.0585
39. H 1.1255
40. C -2.0632
41. N 1.0920
42. C -1.0450
43. C -0.7528
44. O -0.3978
45. C 0.1915
46. C -0.9099
47. H 0.2655
48. H 0.3336
49. H 0.4497
50. H -0.1138
51. H 0.3019
52. H 0.4045
53. H 0.7432
54. H 0.2582
55. H 1.0652
56. H 0.2576
57. H -0.0394
58. H 0.6017
59. H 0.2409
60. H 1.0452
61. H -0.6376
62. H 0.4599
63. H 0.0129
64. H 0.1530
65. H 0.0452
66. H 0.4387
67. H 0.1723
68. H 0.3676

---

[2]
Molecular formula: C22H23N4O10
Method: DFT, ωB97M-V/def2-TZVPD

Cartesian coordinates (Å):
O  5.371  0.348  -4.873
O  6.790  -2.065  0.739
O  -4.079  -0.155  5.527
O  0.161  -0.459  3.366
O  -3.977  1.876  1.733
O  -1.077  2.422  -6.402
O  0.468  -0.762  1.186
O  -1.879  4.128  -5.305
O  7.040  0.777  -3.413
O  4.820  -2.861  1.506
C  5.822  0.287  -3.740
C  5.577  -2.161  0.629
C  -3.147  -0.849  5.146
C  -0.210  -0.386  2.173
C  -3.920  0.932  2.523
C  -1.547  2.097  -1.718
C  5.651  -0.926  -1.563
C  3.613  -0.355  -2.732
C  3.510  -1.464  -0.592
C  -1.740  2.778  -2.920
C  -0.783  0.933  -1.692
C  -0.408  1.120  -4.070
C  5.019  -0.343  -2.676
C  4.911  -1.514  -0.519
C  2.859  -0.901  -1.686
C  -1.179  2.305  -4.127
C  -0.204  0.432  -2.863
N  -5.030  0.301  2.919
N  1.470  -0.891  -1.648
N  -2.529  -0.704  3.978
N  -1.392  2.991  -5.348
C  -2.649  -1.980  6.012
C  -6.379  0.641  2.476
C  0.580  -0.857  -2.821
C  -1.612  0.167  1.866
C  -2.547  0.456  3.065
H  7.377  1.161  -4.235
H  5.433  -3.155  2.193
H  -1.992  2.465  -0.796
H  6.737  -0.929  -1.511
H  3.105  0.110  -3.570
H  2.898  -1.862  0.216
H  -2.344  3.681  -2.903
H  -0.637  0.411  -0.752
H  0.042  0.722  -4.975
H  -4.916  -0.357  3.679
H  1.038  -0.958  -0.706
H  -1.698  -1.274  3.864
H  -2.802  -2.923  5.492
H  -1.587  -1.834  6.202
H  -3.196  -1.977  6.953
H  -7.094  -0.082  2.868
H  -6.414  0.639  1.385
H  -6.635  1.639  2.834
H  1.150  -0.985  -3.746
H  -0.118  -1.698  -2.761
H  -1.483  1.095  1.309
H  -2.116  -0.546  1.210
H  -2.121  1.297  3.611

The largest force on an atom is 3.25 eV Å⁻¹. The net charge is -1. The energy above the lowest of the compared OMol25 structures with the same formula, charge and spin is 0.0 kJ/mol. The value obtained for the electronic energy is -1823.68463 Eh. The frontier orbital gap is 7.03 eV. The calculation puts the LUMO energy at 1.3 eV. For the highest occupied orbital energy, the calculation gives -5.7 eV.

Atomic charges from the Mulliken analysis, expressed in e, are listed below:
1. O -0.5891
2. O -0.6149
3. O -0.7047
4. O -0.7871
5. O -0.7056
6. O -0.5951
7. O -0.7233
8. O -0.5998
9. O -0.4479
10. O -0.4226
11. C 0.3572
12. C 0.5030
13. C 0.8346
14. C 0.2104
15. C 0.3399
16. C -0.5319
17. C -0.7491
18. C -0.4162
19. C -0.7674
20. C -0.4723
21. C 0.5016
22. C -0.3196
23. C 0.0773
24. C 0.0708
25. C 0.8023
26. C -0.3715
27. C 0.7351
28. N -0.0576
29. N 0.0687
30. N -0.1993
31. N 0.9474
32. C -1.3010
33. C -0.9544
34. C -1.3315
35. C -0.6792
36. C 0.5544
37. H 0.3291
38. H 0.3409
39. H 0.4428
40. H 0.4897
41. H 0.5332
42. H 0.5181
43. H 0.4463
44. H -0.1440
45. H 0.3946
46. H 0.0843
47. H 0.2645
48. H 0.2692
49. H 0.2957
50. H 0.3419
51. H 0.3607
52. H 0.3493
53. H 0.2970
54. H 0.2834
55. H 0.4550
56. H 0.2535
57. H 0.1192
58. H 0.4275
59. H 0.1869

---

[3]
Molecular formula: C15H26BClF7O5S
Method: DFT, ωB97M-V/def2-TZVPD

Cartesian coordinates (Å):
O  1.643  -1.421  -3.773
S  1.278  -0.176  -3.152
O  1.862  -0.112  -1.824
B  1.823  1.401  -4.114
Cl  2.239  0.863  -5.874
C  -0.561  -0.200  -2.799
F  -0.817  0.641  -1.816
F  -0.793  -1.407  -2.329
C  -1.496  0.026  -4.021
F  -0.880  -0.087  -5.152
F  -2.434  -0.926  -4.001
C  -2.306  1.336  -3.962
F  -3.125  1.333  -2.970
F  -3.044  1.383  -5.058
F  -1.566  2.390  -3.960
H  2.765  1.879  -3.571
H  0.861  2.119  -4.202
C  -2.084  5.401  -0.499
C  -2.032  4.511  -1.735
C  -0.961  5.201  -2.569
O  -0.054  5.809  -1.643
C  -0.621  5.785  -0.332
H  -2.496  4.908  0.381
H  -2.685  6.291  -0.705
H  -1.703  3.508  -1.456
H  -2.985  4.424  -2.254
H  -1.394  5.992  -3.193
H  -0.415  4.513  -3.212
H  -0.080  5.039  0.260
H  -0.490  6.762  0.137
C  0.602  -4.772  0.356
C  1.065  -3.460  -0.268
C  0.237  -2.446  0.500
O  0.017  -2.999  1.813
C  0.404  -4.375  1.812
H  1.310  -5.592  0.234
H  -0.352  -5.077  -0.083
H  2.127  -3.306  -0.068
H  0.912  -3.402  -1.343
H  -0.737  -2.290  0.029
H  0.736  -1.482  0.590
H  1.339  -4.469  2.378
H  -0.365  -4.969  2.312
C  0.367  -2.209  4.768
C  1.879  -2.060  4.679
C  2.239  -1.685  6.110
O  1.273  -2.316  6.956
C  0.196  -2.815  6.152
H  -0.059  -2.821  3.978
H  -0.107  -1.225  4.728
H  2.333  -3.019  4.416
H  2.205  -1.319  3.951
H  2.173  -0.602  6.265
H  3.240  -2.014  6.396
H  0.275  -3.908  6.119
H  -0.756  -2.551  6.617

The largest force on an atom is 2.79 eV Å⁻¹. The net charge is -1. The value obtained for the electronic energy is -2545.70011 Eh. The frontier orbital gap is 8.73 eV. The calculation puts the LUMO energy at 2.6 eV. For the highest occupied orbital energy, the calculation gives -6.1 eV.

Atomic charges from the Mulliken analysis, expressed in e, are listed below:
1. O -0.6999
2. S 1.0759
3. O -0.7262
4. B 0.3787
5. Cl -0.3648
6. C 0.4435
7. F -0.2935
8. F -0.3196
9. C 0.6486
10. F -0.2625
11. F -0.3303
12. C 0.6501
13. F -0.2681
14. F -0.3228
15. F -0.2266
16. H -0.1532
17. H -0.2499
18. C -0.6611
19. C 0.0058
20. C -0.2639
21. O -0.4159
22. C -0.4454
23. H 0.3401
24. H 0.2840
25. H -0.1454
26. H 0.3812
27. H 0.2142
28. H 0.1570
29. H 0.2718
30. H 0.2906
31. C -0.6563
32. C -0.4085
33. C -0.2182
34. O -0.4519
35. C -0.4520
36. H 0.3527
37. H 0.2693
38. H 0.2554
39. H 0.2967
40. H 0.1024
41. H 0.2955
42. H 0.2259
43. H 0.3247
44. C -0.1150
45. C -0.4474
46. C -0.4707
47. O -0.4008
48. C -0.4789
49. H 0.0949
50. H 0.2337
51. H 0.1758
52. H 0.3961
53. H 0.2568
54. H 0.2817
55. H 0.2745
56. H 0.2710